Computed, not measured: 2 unconnected molecules or ions with the total composition C12H10OS2, with ωB97M-V/def2-TZVPD.

Cartesian coordinates (Å):
C  -0.034  -3.494  -0.223
C  -0.192  -2.737  -1.321
C  -0.138  -2.876  1.020
C  -2.054  2.759  0.432
C  -0.954  3.494  0.028
C  -0.469  -1.373  -1.233
C  -0.493  -1.582  1.192
C  -1.948  1.391  0.394
C  0.255  2.839  -0.371
C  -0.631  -0.842  0.021
C  -0.814  0.666  0.000
C  0.188  1.506  -0.345
O  3.137  1.499  0.921
S  3.554  -1.379  0.581
S  2.931  0.373  -0.040
H  0.429  -4.490  -0.312
H  -0.202  -3.144  -2.389
H  0.183  -3.404  1.915
H  -2.966  3.323  0.612
H  -1.168  4.629  -0.003
H  -0.594  -0.787  -2.085
H  -0.300  -1.282  2.174
H  -2.814  0.809  0.832
H  1.060  3.310  -0.702
H  4.038  0.794  -1.096

The energy above the lowest of the compared OMol25 structures with the same formula, charge and spin is 75.9 kcal per mole. The total energy comes out at -1334.67134 hartree. The HOMO energy (spin up / spin down) comes out at -8.707 / -9.211 eV. As for the max |F|: 4.72 eV/Å. Its LUMO energy (spin up / spin down) is -2.7 / -0.5 eV. As for the orbital gap (spin up / spin down): 6.01 / 8.68 eV.